8
Properties=species:S:1:pos:R:3 method="wB97M-V/def2-TZVPD" e_above_lowest_kcal_mol=64.46 orbital_gap_ev=10.77 lumo_energy_ev=0.855 smiles="C=NN=C"
C -1.510 0.059 0.392
C 1.499 -0.109 -0.369
H -2.107 0.465 1.239
H -1.906 -0.980 -0.037
H 2.061 0.419 0.534
H 2.182 -0.724 -1.015
N -0.508 0.813 0.108
N 0.290 0.057 -0.851